(1)
149
Properties=species:S:1:pos:R:3:mulliken_charge:R:1 method="wB97M-V/def2-TZVPD" charge=+4 homo_lumo_gap_ev=10.4 largest_force_ev_per_a=4.8 total_energy_ha=-2504.226570 homo_ha=-0.6491 e_above_lowest_kj_mol=325.3
H -0.246 -4.083 -1.340 0.16
H 1.769 -0.556 6.295 0.37
H 1.889 0.606 -1.931 0.23
H -0.286 -4.008 3.947 0.43
H -2.406 1.237 4.121 0.10
H 1.388 -4.542 -5.742 0.44
C 0.465 5.642 -0.669 0.04
F -0.894 0.561 1.221 -0.06
H -2.928 -7.073 4.981 0.30
O 0.959 3.463 -4.792 -0.21
C 2.643 4.134 2.867 -1.27
O -3.228 -6.071 3.108 -0.51
F 1.143 -0.177 0.606 -0.51
H -7.051 -1.102 2.612 0.44
H 3.711 4.330 2.965 0.42
H 4.436 1.075 -0.646 0.32
H 0.292 -0.860 7.253 0.38
N -0.070 0.070 5.433 0.52
N 1.105 -4.372 -2.854 0.23
F 0.504 1.967 0.325 -0.05
H 0.019 5.444 2.800 0.54
H 1.651 -1.142 -6.676 0.15
H -2.094 6.087 1.657 0.40
C 0.057 7.536 0.844 -0.56
H 1.769 -0.484 -4.058 0.05
H 4.495 2.715 0.032 0.46
H -0.188 -4.428 -6.042 0.57
H 2.453 4.944 0.883 0.18
H -0.392 -5.316 -4.054 0.49
H 4.094 -0.084 -2.310 0.07
H -2.415 2.587 5.265 0.51
H -1.258 1.207 6.908 0.38
C 0.548 -3.931 -5.411 -0.93
H 1.153 2.115 -2.522 0.36
N -4.284 -2.909 1.209 0.74
H -0.787 4.704 -4.584 0.29
C -2.743 -6.159 4.417 -0.62
H 2.701 4.374 -4.134 0.42
C 2.351 3.636 -4.856 -0.71
C 0.533 1.043 4.402 0.18
H -0.788 7.904 1.426 0.34
H -6.232 -2.470 3.353 0.31
C 2.102 -5.481 -3.182 -1.12
H 0.488 -7.118 -1.448 0.43
C -2.908 -2.479 0.591 0.59
H 4.578 3.108 -2.554 0.54
H 0.798 0.768 -4.780 0.36
H 0.723 -2.354 -7.605 0.34
H -3.540 -3.241 3.226 0.51
H 2.342 6.151 2.128 0.43
H 1.322 -1.359 3.468 0.43
H 1.139 4.785 -0.679 -0.33
H 4.263 2.435 -4.702 0.45
H -1.902 4.739 0.478 0.28
C 0.475 5.157 1.853 -0.43
C 0.269 8.064 -0.646 -0.80
H 1.272 -4.935 -0.743 0.41
C -1.827 1.749 4.889 -0.73
B 0.064 0.672 0.333 -0.03
H 0.850 8.976 -0.781 0.44
C -0.004 -4.301 -3.964 -0.46
C 1.053 0.305 -3.827 -1.20
N -0.169 6.030 0.678 0.62
H -0.729 -3.555 -3.638 0.28
H -5.671 -4.475 0.580 0.37
H 2.360 -2.741 -3.608 0.39
H -3.299 -5.402 4.971 0.29
H -0.526 -2.952 2.559 -0.27
H -2.219 6.300 -0.157 0.34
H 0.958 7.872 1.357 0.34
C -0.454 -1.284 4.815 -0.94
C -3.016 -1.750 -0.813 -1.14
H 2.950 3.530 -2.022 0.00
H 3.234 -3.529 -1.154 0.51
H -0.808 -6.546 -2.383 0.35
H 0.472 0.558 3.428 -0.63
H -5.655 -3.026 -0.498 0.38
H -1.661 -6.051 4.493 0.22
H 0.996 -3.693 2.770 0.44
H -0.262 3.019 5.213 0.42
C 0.469 -4.895 -1.478 -0.02
H -6.942 -2.563 1.665 0.32
C -0.476 2.266 4.455 0.17
C -3.006 -5.003 2.184 -0.09
H 3.096 -1.872 -1.150 0.12
H 0.994 6.895 -2.383 0.28
C 3.681 2.723 -2.068 -0.09
H -4.904 -4.185 2.779 0.45
C 0.184 -3.237 3.336 -0.84
O 0.763 -2.508 -5.507 -0.16
N 3.173 1.701 -3.209 0.14
H -0.327 5.480 -1.401 0.39
H 2.111 7.078 -1.044 0.38
C -6.415 -1.963 2.406 -1.12
H 2.630 4.029 -5.834 0.53
C 3.936 2.043 -0.620 -1.07
C 0.842 -0.121 6.669 -1.04
H 0.881 -2.369 -2.694 0.12
H 2.763 1.526 -5.223 0.37
H 2.721 -5.042 -3.964 0.46
H -4.368 -4.241 -0.447 0.50
H 2.073 4.197 3.794 0.38
H -2.258 0.082 6.040 0.26
C 1.061 6.934 -1.296 -0.61
H 3.927 -0.079 -4.204 0.47
C 3.178 2.352 -4.644 -0.65
H 1.581 1.269 4.597 0.19
H 1.559 -6.354 -3.545 0.43
C 2.001 5.153 1.853 -0.27
H -3.585 -2.415 -1.463 0.52
H 0.115 4.177 1.538 -0.06
H 2.977 1.944 -0.113 0.12
C -1.379 0.719 5.941 -0.56
F -0.528 0.256 -0.834 -0.26
H 0.775 5.413 -4.411 0.12
C 1.807 -2.945 -2.691 0.19
H 2.575 3.136 2.434 0.16
C -5.042 -1.625 1.693 -0.29
C 1.738 1.240 -2.804 0.04
H -0.516 2.780 3.494 -0.11
C 2.487 -2.757 -1.336 -1.39
H -1.957 -4.733 2.299 0.22
C -0.173 -6.257 -1.546 -1.44
H -4.454 -1.116 2.457 0.09
H 2.334 -2.714 -6.817 0.41
H 1.835 -2.723 -0.463 0.18
H -3.497 -0.774 -0.877 0.38
C 4.133 0.438 -3.267 -0.90
C -3.942 -3.834 2.405 -0.82
H -5.122 -0.923 0.863 0.45
C -5.070 -3.669 0.160 -1.23
H -0.708 8.198 -1.111 0.30
H 0.959 0.835 7.179 0.43
H 2.770 -5.761 -2.368 0.36
C -1.724 5.797 0.674 -0.93
H 0.082 -0.033 -3.465 0.23
H -0.782 -1.891 5.659 0.65
H -2.244 -2.032 1.330 -0.44
H 0.224 4.988 -6.059 0.32
H -0.908 -6.220 -0.742 0.31
H -2.430 -3.435 0.375 0.00
H -3.262 -5.406 1.204 0.07
H -2.039 -1.601 -1.271 0.03
H -1.174 -0.940 4.072 0.29
C 1.378 -2.195 -6.748 -0.80
H 5.103 0.930 -3.334 0.46
C 0.217 4.693 -5.010 -0.63
C 0.729 -2.008 4.113 -0.41
H 1.473 -2.390 4.812 0.45

***

(2)
159
Properties=species:S:1:pos:R:3:mulliken_charge:R:1 method="wB97M-V/def2-TZVPD" smiles="CC1(C)CCCC(C)(C)N1O.CC1(C)CCCC(C)(C)N1O.CC1(C)CCCC(C)(C)N1O.NC(N)=O.NC(N)=O.NC(N)=O.CCO.CCO.CCO.CCO.CCO" homo_lumo_gap_ev=8.2 largest_force_ev_per_a=7.4 total_energy_ha=-2903.572027 homo_ha=-0.2967 e_above_lowest_kj_mol=565.5
H -3.632 -7.587 2.629 0.38
H -9.011 4.036 -1.216 0.23
H 0.035 1.321 0.849 0.27
C -3.838 6.487 5.760 -1.24
C 6.215 2.519 -5.380 -0.97
H -3.494 6.909 9.151 0.44
H -0.801 -4.880 2.830 0.30
H 6.322 0.888 1.483 0.19
C -3.194 6.752 8.115 -1.44
H -1.631 5.448 -2.632 0.23
H 0.370 -5.171 4.989 0.45
N -1.406 6.838 6.414 0.34
H -0.380 5.660 -5.312 0.25
C -1.599 -4.581 4.787 1.80
H -1.776 8.350 3.929 0.52
H 6.970 1.984 -4.803 0.26
C -2.434 8.431 4.794 -1.57
C -1.504 8.649 8.192 -1.64
O 0.145 -0.259 -6.294 -0.70
H 0.045 6.563 8.826 0.45
H -5.209 6.754 7.443 0.40
C -0.606 0.706 0.217 -0.98
O -3.101 -3.008 -3.665 -0.48
H -0.189 -0.682 -1.458 0.22
H 0.961 1.856 -6.864 0.22
H -3.364 8.725 4.309 0.34
H -1.873 6.288 -4.836 0.33
C -0.601 -5.636 5.158 -1.44
H 2.214 -8.017 -8.469 0.34
C -1.744 7.159 7.812 1.58
C 3.792 -5.042 -3.707 -1.88
H -4.725 -3.949 -3.213 0.25
H -6.626 2.684 0.168 0.29
H -6.964 2.991 -1.547 0.31
N 5.836 1.683 1.092 -0.32
C -4.267 7.160 7.073 -0.71
H 4.392 -8.361 -6.649 0.36
H 0.272 -1.650 -8.387 0.23
C 2.262 -7.281 -7.666 -1.93
H -4.854 -2.882 -4.630 0.27
H -4.321 8.247 7.019 0.29
H 6.139 3.540 -5.006 0.28
H -2.815 -2.434 -4.379 0.28
C 6.550 2.782 -6.809 -0.10
H 4.655 -4.982 -8.279 0.39
N 3.228 -5.790 -6.000 0.26
H -0.353 -3.125 5.957 0.37
H 1.560 -5.315 -5.513 0.37
H -5.370 -6.413 4.898 0.40
H -2.473 -6.221 2.388 0.28
H 5.412 -3.752 -6.569 0.30
C 2.823 2.290 4.880 0.68
H -4.336 -7.221 6.193 0.41
H -2.098 -2.622 5.726 0.40
C 3.515 -6.443 -7.333 1.44
C -7.181 3.312 -0.528 -0.98
C 6.422 2.413 0.193 0.65
H -1.295 6.599 9.820 0.43
H 1.205 1.704 5.882 0.21
O 0.392 4.908 -2.800 -0.51
H -6.674 4.271 -0.424 0.29
H -1.270 8.694 9.255 0.39
H 4.364 3.311 4.426 0.23
H -9.339 3.278 1.464 0.31
H 4.483 -4.632 -2.971 0.39
H -1.840 4.946 4.481 0.40
N 1.528 2.463 5.299 -0.36
H -2.001 -3.645 2.795 0.22
H -1.256 1.359 -0.365 0.26
H 0.124 -7.589 4.737 0.37
H 5.295 1.951 -5.249 0.28
H 3.944 -3.199 -5.702 0.42
H 2.922 -4.707 -8.546 0.30
N 0.924 1.276 -7.689 -0.42
H 0.947 -0.860 -0.110 0.23
O 7.498 3.863 -6.817 -0.51
H -5.992 -1.832 -2.556 0.35
C -0.844 6.198 -4.485 -1.02
O -4.047 -4.165 4.646 -0.45
H 4.987 -7.784 -8.131 0.45
H 3.754 -6.007 -9.429 0.47
H -0.385 7.173 -4.326 0.31
H -1.324 0.178 0.845 0.33
H -2.708 6.085 3.396 0.43
H 5.746 4.053 -0.852 0.20
H -4.828 -8.051 4.864 0.39
H 1.189 3.414 5.283 0.13
C -2.399 7.034 5.383 1.18
C -3.336 -6.521 4.410 1.90
H 2.921 4.321 4.593 0.15
C 0.533 0.058 -7.423 0.67
C -1.962 5.987 4.185 -1.75
O -9.124 3.990 0.856 -0.52
H -0.970 5.213 8.611 0.41
H 0.498 4.022 -2.447 0.28
H -0.527 8.986 7.846 0.37
H 5.627 3.123 -7.278 0.21
N 5.540 3.299 -0.212 -0.36
C -1.389 -3.442 5.836 -1.93
H 4.944 1.941 1.489 0.15
C 4.883 -3.747 -5.616 -1.63
N 3.373 3.417 4.585 -0.37
C -4.512 -7.043 5.132 -1.92
H 6.661 -7.597 -6.534 0.42
O 3.348 1.213 4.816 -0.66
H -3.224 5.662 8.130 0.47
H -2.426 -8.491 4.548 0.54
H -1.337 4.189 -3.856 0.29
H -3.737 5.418 5.944 0.42
H 4.551 3.406 -0.039 0.17
H 2.179 -7.904 -6.775 0.50
H -1.002 6.281 3.760 0.40
O 2.192 -4.886 -6.095 -0.46
H 0.895 1.712 -8.600 0.19
O 1.244 0.692 -1.448 -0.53
H -0.114 7.949 5.922 0.37
H 6.408 -6.213 -7.185 0.37
H -4.760 -0.823 -3.243 0.26
C -3.355 -6.575 2.922 -1.66
H -0.439 -3.348 3.452 0.45
C -0.921 5.070 -3.367 -0.18
H -4.682 -1.806 -1.687 0.28
H 5.448 -6.957 -4.403 0.43
C -4.486 -2.962 -3.607 -0.27
C -1.009 6.283 8.817 -2.04
C -2.238 -7.475 4.893 -1.47
N -2.974 -5.095 4.843 0.14
H -9.123 2.411 -0.311 0.25
H -0.749 -5.806 6.224 0.40
H -1.807 -3.740 6.797 0.48
C 4.736 -7.443 -7.127 -1.09
C 5.500 -6.143 -5.126 -1.24
C 0.333 -0.149 -0.664 -0.09
N 0.579 -0.688 -8.420 -0.34
O 7.583 2.284 -0.198 -0.68
H 0.909 -0.239 -9.262 0.16
H -2.145 -7.448 5.979 0.42
H -2.366 9.137 7.736 0.37
H 5.479 -3.199 -4.887 0.41
O -0.010 7.020 6.141 -0.37
H 3.428 -5.975 -3.276 0.40
C -4.920 -1.782 -2.751 -0.94
H 1.405 0.231 -2.275 0.30
H -3.863 -3.784 3.784 0.36
H 6.949 1.887 -7.288 0.27
H -4.510 6.607 4.911 0.48
C -8.710 3.418 -0.370 -0.19
C -1.240 -4.088 3.437 -1.62
H 2.978 -4.321 -3.776 0.45
C 5.882 -6.838 -6.463 -0.77
C 3.700 -5.468 -8.484 -1.70
H 6.422 -5.625 -4.860 0.42
C -0.751 -7.012 4.438 -0.73
H -1.921 9.148 5.436 0.29
H -0.599 -6.858 3.369 0.36
C 4.299 -5.149 -5.201 1.47
H 7.140 4.550 -6.250 0.28
H 1.353 -6.683 -7.732 0.34
H -4.152 -6.012 2.437 0.40

***

(3)
164
Properties=species:S:1:pos:R:3:mulliken_charge:R:1 method="wB97M-V/def2-TZVPD" smiles="CC1(C)CCCC(C)(C)N1O.CC1(C)CCCC(C)(C)N1O.CC1(C)CCCC(C)(C)N1O.NC(N)=O.NC(N)=O.NC(N)=O.OCCO.OCCO.OCCO.OCCO.OCCO" homo_lumo_gap_ev=8.0 largest_force_ev_per_a=2.7 total_energy_ha=-3279.997720 homo_ha=-0.3007 e_above_lowest_kj_mol=0.0
H 6.135 1.301 6.242 0.39
H -2.396 1.978 1.390 0.43
O 2.522 -0.596 -0.886 -0.70
H 0.761 2.993 -5.859 0.22
H 1.691 4.611 5.790 0.41
C 4.531 -2.853 1.387 -0.11
H 2.796 1.675 2.411 0.56
H -0.544 -0.005 -0.350 -0.92
H -0.053 -1.432 -4.246 0.37
N 3.622 -1.187 -3.901 0.21
O -2.134 0.632 -1.531 0.49
C 1.316 0.547 5.245 -1.84
O 2.530 3.456 -2.941 -0.71
C -7.266 1.609 0.152 -1.74
H 4.302 -3.584 3.431 0.21
H 2.876 4.801 0.511 0.34
H -5.429 -2.572 -4.452 0.39
H 0.264 1.334 -1.978 -0.76
C 1.799 4.972 0.360 -0.83
O -2.418 1.702 -4.992 -0.59
H 4.107 -3.776 0.965 0.25
H -6.897 2.620 -0.039 0.31
H -4.838 2.377 3.830 0.44
H 4.185 2.002 -4.354 0.26
H -6.111 1.041 -2.100 0.51
H -2.139 2.470 -5.497 0.32
H 3.777 3.880 -1.329 0.03
C 4.605 2.242 -2.450 0.39
C -5.022 2.392 2.755 -1.68
C 1.437 0.008 -0.933 -0.95
H 0.512 -1.165 0.431 0.10
H -0.420 -2.499 -1.439 0.04
H 0.799 2.935 4.191 0.43
H 1.361 3.197 6.754 0.34
O 1.476 5.424 -0.935 -0.51
H -2.052 -3.321 -6.140 0.37
H -1.172 -1.271 -2.371 -1.29
H 6.028 2.845 5.561 0.41
H -3.156 -5.485 -4.143 0.35
H -4.398 -3.245 -5.709 0.55
C -1.265 -2.330 -2.112 0.89
C -0.498 -4.549 -2.910 -2.05
H -0.018 -5.192 1.564 0.30
H 1.678 6.342 -1.119 0.26
H -8.097 1.345 -0.502 0.44
C 3.855 3.575 -2.374 -0.14
C -4.428 1.218 1.962 1.66
O 3.681 -1.732 1.511 0.31
H -4.094 -1.679 -5.126 0.30
H -2.442 -3.665 -0.967 0.60
C -4.890 -0.059 2.659 -1.29
H 0.544 -5.588 3.127 0.46
H -1.187 -5.174 -2.340 0.31
H -7.014 0.160 2.742 0.41
H 3.568 -0.917 -4.867 0.10
H -2.560 1.262 3.047 0.66
H 5.783 -4.017 2.722 0.39
H 0.696 -2.854 -4.897 0.48
H 2.052 2.835 -4.665 0.13
C 5.064 -3.196 2.742 -0.78
H 1.858 -6.619 1.602 0.28
H -4.764 3.078 0.107 0.34
H -2.592 2.761 -3.284 0.36
H 0.302 0.512 4.844 0.27
C 4.266 -2.303 -3.462 0.41
H 3.169 -0.682 -3.158 -0.08
C -2.045 1.869 -3.630 -0.64
C 2.246 0.955 3.016 -1.88
H 1.720 -0.467 5.293 0.37
C 5.557 2.228 6.328 -2.02
H -4.838 -5.046 -3.889 0.46
H 3.248 0.210 7.073 0.21
C -6.118 0.594 0.016 1.67
H 1.446 3.441 1.769 -1.13
C 0.258 -2.448 -3.983 -1.69
C -2.559 -2.683 -1.440 -0.83
H 3.528 -1.327 0.641 -0.13
C 0.983 -3.580 2.507 -0.24
H 5.347 -2.531 0.730 0.44
N -2.057 -3.158 -4.282 0.59
H -7.404 -1.155 0.575 0.54
C 3.461 3.464 6.287 -1.48
C -3.813 -4.804 -3.601 -2.05
O -4.360 2.253 -0.205 -0.46
H 4.300 0.985 8.183 0.46
H -2.876 1.106 -1.137 -0.49
H 3.713 3.810 7.294 0.43
H -0.580 4.275 0.021 0.34
H 5.854 2.596 7.311 0.44
H 4.913 -1.463 3.541 0.30
O 4.826 -3.117 -4.197 -0.77
C -6.446 -0.685 0.794 -0.98
N 3.704 1.420 4.912 -0.23
N 1.650 2.627 -5.570 -0.19
C 1.825 2.860 4.563 -1.56
C -3.416 -3.371 -3.786 2.41
H 4.354 4.345 -2.965 0.32
H -1.021 2.211 -3.427 0.14
N -4.903 1.226 0.574 1.11
H 1.129 0.902 6.264 0.39
H -6.109 2.288 2.696 0.35
H 4.429 -3.436 -1.772 0.21
H 4.073 -0.296 5.549 0.36
H 5.524 2.216 -1.866 0.45
H -5.031 -0.339 -1.732 0.06
H -5.016 0.159 3.725 0.37
H 0.792 1.917 -7.767 0.14
H -3.494 0.371 -3.047 0.10
C 0.853 -5.055 2.216 -0.70
C -2.891 1.230 2.010 -2.31
C 2.315 1.432 4.478 2.91
H -4.735 3.372 2.368 0.33
H -6.498 -1.516 2.793 0.46
H 1.904 -3.334 3.038 -0.02
H 1.337 2.854 0.183 -0.87
O 2.917 0.764 -5.754 -0.71
N 0.377 -0.381 -0.199 1.74
N 1.366 1.205 -7.354 -0.42
H 1.197 0.954 2.709 0.15
C -0.923 -3.177 -3.369 2.13
C 1.962 3.562 5.918 -0.79
O 4.964 1.919 -3.789 -0.58
C 2.008 1.476 -6.199 0.76
H -4.201 -0.905 2.647 0.36
O -0.325 3.930 0.887 -0.53
H -3.765 -5.102 -2.548 0.34
O 5.667 -2.056 3.400 -0.54
N 1.205 1.048 -1.775 1.88
H -4.631 -2.966 -2.072 0.97
H 2.048 4.244 -2.649 0.18
H 1.656 5.771 1.099 0.52
H 3.935 4.222 5.658 0.41
H 2.365 3.468 3.828 0.38
C -6.304 -0.555 2.318 -0.99
N 4.102 -2.554 -2.107 -0.09
H 1.626 0.444 -7.952 0.25
C 4.046 2.026 6.208 1.76
H 2.663 1.649 7.878 0.29
H -0.173 -5.163 -3.758 0.44
C 3.547 1.202 7.427 -1.37
C -4.392 -2.671 -4.773 -2.23
H -2.550 0.302 1.537 0.18
H 0.434 -4.505 -2.337 0.41
H 3.514 -1.880 -1.633 0.34
H 1.985 1.600 -2.094 -0.34
H -6.776 -0.445 -1.816 0.52
O 4.417 0.192 4.779 -0.47
O -1.783 -3.929 -5.442 -0.57
H 2.536 -0.087 2.912 0.12
C -3.699 -2.550 -2.459 -0.06
H 1.109 -2.344 -3.307 -0.04
H -1.992 -0.292 -3.435 -0.16
C -5.949 0.172 -1.451 -1.96
H -2.827 -2.080 -0.566 -0.03
H 4.015 1.402 -2.061 -0.45
H -7.625 1.713 1.178 0.33
O 0.857 -2.854 1.272 -0.45
H -3.873 -1.489 -2.640 -1.71
H 0.113 -3.208 3.044 0.41
O 2.023 -5.683 1.725 -0.48
C -2.425 0.569 -2.924 0.42
H 1.424 -3.256 0.602 -0.03
C 1.088 3.740 0.781 2.38
H -5.679 -1.423 0.532 0.09